Entry 1:
{
  "formula": "C18H39FN3OS",
  "method": "ωB97M-V with the def2-TZVPD basis set",
  "charge": 1,
  "total_energy_ha": -1446.357127,
  "species": ["O", "C", "F", "C", "C", "C", "N", "C", "N", "S", "N", "C", "H", "H", "H", "H", "H", "H", "H", "H", "H", "H", "H", "C", "C", "C", "C", "C", "C", "H", "H", "H", "H", "H", "H", "H", "H", "H", "H", "H", "H", "H", "H", "C", "C", "C", "C", "C", "C", "H", "H", "H", "H", "H", "H", "H", "H", "H", "H", "H", "H", "H", "H"],
  "xyz": [[-3.8893, 3.6600, 0.6146], [-4.0982, 2.8548, 1.6932], [-5.4085, 2.1624, 1.7443], [-2.9132, 2.7891, 2.8240], [-2.0968, 1.3438, 2.8645], [-2.3117, 0.4398, 1.5141], [-1.2341, -0.6493, 1.3267], [0.0724, 0.1721, 1.3475], [0.7196, 0.3909, 0.1565], [2.3924, 0.9994, 0.1505], [0.4833, 0.7070, 2.7061], [-0.5378, 1.6913, 3.2312], [-2.1451, 3.6619, 2.5565], [-3.2610, 2.9954, 3.9227], [-2.5612, 0.7402, 3.7735], [-3.3581, -0.1232, 1.6226], [-2.2874, 1.0706, 0.5014], [-1.1763, -1.1958, 2.2384], [0.1710, 0.2294, -0.7413], [2.3364, 2.2544, -0.5260], [0.6631, -0.0795, 3.3876], [-0.1880, 2.7746, 2.9296], [-0.4511, 1.6530, 4.4212], [-3.9694, -6.1639, -0.9146], [-5.1275, -5.3475, -0.3628], [-4.8318, -3.8469, -0.2994], [-3.6749, -3.4462, 0.6241], [-3.8230, -3.8838, 2.0835], [-5.0259, -3.2622, 2.7756], [-3.0817, -6.0865, -0.2815], [-4.2471, -7.2225, -0.9684], [-3.7049, -5.8320, -1.9236], [-5.4071, -5.7263, 0.6260], [-6.0010, -5.5015, -1.0082], [-5.7434, -3.3222, 0.0089], [-4.6066, -3.4856, -1.3114], [-3.5673, -2.3548, 0.5891], [-2.7364, -3.8524, 0.2293], [-2.9174, -3.5875, 2.6275], [-3.8793, -4.9749, 2.1546], [-4.9636, -2.1694, 2.7588], [-5.0652, -3.5826, 3.8213], [-5.9652, -3.5625, 2.3021], [5.6664, 3.1354, -0.4811], [5.1061, 3.6307, -1.8052], [4.8424, 2.5045, -2.8079], [6.0821, 1.7159, -3.2475], [7.1995, 2.5529, -3.8751], [6.7780, 3.2457, -5.1616], [6.6372, 2.6498, -0.6088], [5.8041, 3.9765, 0.2074], [4.9818, 2.4221, -0.0110], [5.7821, 4.3775, -2.2349], [4.1597, 4.1499, -1.6106], [4.3478, 2.9282, -3.6896], [4.1225, 1.8003, -2.3708], [5.7664, 0.9483, -3.9653], [6.4912, 1.1720, -2.3881], [8.0451, 1.8903, -4.0981], [7.5722, 3.2949, -3.1614], [6.4478, 2.5155, -5.9073], [7.6211, 3.8018, -5.5829], [5.9649, 3.9571, -4.9904]],
  "forces_ev_per_a": [[-1.6644, -6.1236, 7.7209], [0.1910, 4.8841, -6.2278], [4.3440, 1.7459, 0.4655], [0.2438, -0.2343, 0.2786], [-0.5413, 0.2685, 0.3885], [-1.0040, 0.3981, -0.2394], [2.2965, 2.4066, 1.1320], [-0.9326, -0.6441, 0.0626], [-1.8760, 0.6248, 2.8210], [-0.3728, 0.7482, -0.6036], [-0.2071, -1.4422, -2.1500], [-0.5397, 0.6079, 1.3701], [-2.0429, -1.9699, 0.1928], [0.1565, -0.3600, -2.3025], [1.0780, 1.0738, -2.0011], [2.3370, 1.2941, -0.4866], [-0.2693, -1.2007, 2.3586], [-0.1973, 0.7850, -1.3868], [1.0068, -0.2801, 1.5328], [-0.6083, -1.5090, 0.7017], [-0.4037, 1.0121, -1.2607], [-0.9200, -2.2050, 0.2910], [-0.0431, 0.1017, -2.6916], [-0.0218, -0.2461, 0.0034], [-0.0533, 0.1062, -0.1103], [-0.1412, 0.0931, 0.0414], [0.0916, -0.2015, -0.0674], [0.0447, 0.1306, -0.1133], [-0.0744, -0.1737, 0.1959], [-0.0141, -0.0253, -0.0631], [0.1299, 0.1575, -0.0323], [0.0201, -0.0325, 0.0986], [-0.0082, 0.0626, -0.0425], [0.0768, 0.0525, 0.1430], [0.0907, -0.0100, -0.0197], [-0.0242, -0.0582, 0.1012], [-0.0096, -0.0040, -0.0006], [-0.0651, 0.0396, -0.0037], [0.0112, -0.1025, -0.0163], [0.0418, 0.0909, -0.0471], [-0.0862, -0.0201, -0.0245], [-0.0774, 0.1005, -0.1023], [0.1012, 0.0956, 0.0650], [0.1944, 0.3372, 0.0594], [-0.1306, -0.1194, -0.0642], [0.0381, 0.1524, -0.2012], [0.0488, -0.0926, 0.1469], [-0.0042, -0.1726, -0.0376], [0.1009, 0.1633, -0.0800], [-0.1300, -0.0202, 0.0630], [-0.0137, -0.2128, -0.0162], [0.0524, -0.0970, 0.0656], [-0.0898, -0.0831, 0.0100], [0.0677, 0.0676, -0.0752], [0.0433, -0.0575, 0.0656], [0.0178, -0.0250, -0.0063], [0.0403, 0.0856, 0.0573], [-0.0544, 0.0209, -0.0518], [-0.1084, 0.0865, 0.1125], [-0.0239, -0.0618, 0.0050], [-0.0069, 0.0954, 0.0610], [-0.1605, -0.0512, -0.0182], [0.0549, -0.0531, -0.0671]]
}

=====

Entry 2:
{
  "formula": "C18H39GaIO15",
  "method": "ωB97M-V with the def2-TZVPD basis set",
  "charge": -1,
  "total_energy_ha": -4060.342932,
  "species": ["C", "C", "I", "C", "Ga", "H", "H", "H", "H", "H", "H", "H", "H", "H", "C", "O", "C", "O", "O", "C", "H", "H", "H", "H", "H", "H", "C", "O", "C", "O", "O", "C", "H", "H", "H", "H", "H", "H", "C", "O", "C", "O", "O", "C", "H", "H", "H", "H", "H", "H", "C", "O", "C", "O", "O", "C", "H", "H", "H", "H", "H", "H", "C", "O", "C", "O", "O", "C", "H", "H", "H", "H", "H", "H"],
  "xyz": [[0.4475, -2.9219, 0.6300], [1.9312, -2.6582, 1.0355], [1.9871, -1.4118, 2.8075], [2.7660, -3.9645, 1.1164], [2.5590, -5.1115, 2.8164], [-0.2158, -2.8702, 1.4951], [0.3472, -3.8928, 0.1359], [0.1652, -2.1538, -0.1020], [2.3520, -2.0446, 0.2272], [2.5216, -4.5424, 0.2112], [3.8244, -3.6703, 1.0472], [3.7873, -6.1841, 2.8025], [1.2094, -5.9821, 2.8700], [2.7736, -4.2485, 4.1701], [-4.6323, 1.2107, 0.0537], [-3.3718, 0.7248, -0.4042], [-2.3266, 1.1815, 0.2913], [-2.3793, 1.9340, 1.2221], [-1.2274, 0.6579, -0.2371], [-0.0156, 1.0583, 0.4120], [-5.3948, 0.7719, -0.5854], [-4.8131, 0.9015, 1.0822], [-4.6826, 2.2957, -0.0330], [-0.0097, 0.7388, 1.4520], [0.1193, 2.1379, 0.3415], [0.8067, 0.5696, -0.1039], [-3.4076, 1.4996, -3.4248], [-3.2105, 2.5192, -4.4085], [-4.1559, 3.4531, -4.4126], [-5.1105, 3.4954, -3.6875], [-3.8578, 4.3368, -5.3644], [-4.7978, 5.4048, -5.4779], [-2.5819, 0.7989, -3.5122], [-3.3992, 1.9229, -2.4265], [-4.3408, 0.9668, -3.6066], [-4.8437, 5.9798, -4.5545], [-5.7844, 5.0230, -5.7365], [-4.4536, 6.0556, -6.2777], [5.5545, -5.3071, 9.6597], [5.0301, -4.9978, 8.3747], [5.0632, -3.6975, 8.0770], [5.4856, -2.8268, 8.7904], [4.5516, -3.5426, 6.8656], [4.5243, -2.1891, 6.4153], [5.4744, -6.3841, 9.7860], [6.6038, -5.0209, 9.7277], [4.9755, -4.8160, 10.4415], [5.5347, -1.7841, 6.3603], [3.9063, -1.5791, 7.0738], [4.0883, -2.1815, 5.4192], [-9.3929, 8.2189, -3.4661], [-8.7754, 9.4882, -3.6785], [-7.5878, 9.4155, -4.2741], [-7.0364, 8.4111, -4.6239], [-7.1199, 10.6543, -4.4121], [-5.8411, 10.7218, -5.0405], [-10.3462, 8.4056, -2.9784], [-9.5745, 7.7154, -4.4147], [-8.7801, 7.5959, -2.8164], [-5.8858, 10.3148, -6.0499], [-5.0934, 10.1938, -4.4503], [-5.5680, 11.7724, -5.0963], [4.9904, -7.2539, -0.6828], [5.6230, -5.9847, -0.8531], [6.7987, -6.0430, -1.4614], [7.3452, -7.0345, -1.8626], [7.2754, -4.8000, -1.5547], [8.5443, -4.7172, -2.1926], [4.0459, -7.0809, -0.1735], [4.7933, -7.7162, -1.6504], [5.6021, -7.9083, -0.0642], [8.4859, -5.0830, -3.2175], [9.2947, -5.2743, -1.6327], [8.8252, -3.6668, -2.2090]],
  "forces_ev_per_a": [[0.5476, 0.5309, 0.1739], [-0.2237, -1.3256, -1.4424], [0.1181, 0.1488, -0.2003], [-0.1900, 0.9217, 0.6765], [0.4322, -0.4011, 0.2346], [-0.0534, -0.1645, -0.2021], [0.0984, 0.0385, 0.2197], [-0.2631, -0.0804, 0.2686], [0.0183, 0.2968, 0.5611], [0.0266, 0.1325, 0.1629], [-0.1557, -0.2181, 0.0182], [0.0147, -0.0048, -0.1883], [-0.2096, 0.1322, -0.1037], [-0.1127, 0.0113, -0.2118], [-0.3082, 0.0216, 0.0209], [-0.2146, -0.1106, -0.0183], [0.2724, -0.2908, -0.2062], [-0.1135, 0.2815, 0.2724], [0.0067, 0.0102, -0.1306], [0.3927, 0.0768, 0.1402], [0.1500, -0.0723, -0.0925], [0.0786, 0.1136, 0.0233], [0.0486, -0.0101, 0.1127], [-0.0480, 0.0620, -0.0317], [-0.1247, -0.0083, 0.0758], [-0.1709, -0.1317, -0.0852], [0.0908, -0.2979, 0.1100], [0.0348, -0.0648, -0.0683], [0.3743, -0.0926, -0.1887], [-0.3440, 0.0414, 0.2229], [0.0244, 0.1199, -0.1303], [-0.1455, 0.2964, -0.0910], [0.0723, 0.1431, -0.1202], [-0.1053, 0.0478, -0.0401], [-0.0436, 0.1133, 0.0705], [-0.1157, -0.0909, 0.0210], [-0.0122, 0.0014, 0.1458], [0.1607, -0.1412, -0.0132], [0.0581, -0.1932, 0.1873], [0.0373, -0.1885, 0.1389], [-0.2518, -0.1230, -0.5328], [0.1740, 0.2105, 0.3336], [0.0503, 0.0032, 0.0951], [-0.1115, 0.3425, -0.3683], [-0.0746, 0.0028, -0.1710], [-0.0537, 0.1159, 0.0560], [0.0996, 0.0968, -0.0118], [-0.0196, 0.0060, 0.1494], [0.1166, -0.0123, 0.0797], [-0.0477, -0.3257, 0.0295], [-0.2591, -0.2389, 0.1239], [-0.1153, 0.0270, 0.0475], [-0.1990, 0.3244, 0.1461], [0.2308, -0.3706, -0.1614], [0.0373, 0.1307, -0.0177], [0.2923, 0.1592, -0.1261], [0.0594, 0.1906, -0.0144], [0.1316, -0.0350, 0.0237], [0.0588, -0.0260, -0.1247], [0.0192, -0.1136, 0.0714], [-0.0511, -0.1020, -0.0718], [-0.1729, 0.0238, 0.0890], [-0.3996, -0.2738, 0.1605], [0.0276, 0.0083, -0.0679], [-0.4402, 0.2072, 0.2847], [0.2677, -0.2716, -0.1879], [0.1334, 0.1750, -0.0656], [0.2241, 0.1587, -0.0887], [0.1099, 0.2534, 0.0602], [0.1609, -0.0112, 0.0047], [0.0599, 0.0068, -0.0996], [0.0394, -0.1197, 0.0602], [-0.0372, -0.0997, -0.0868], [-0.1628, 0.0258, 0.0892]]
}

=====

Entry 3:
{
  "formula": "C18H39GeN2O4Tl",
  "method": "ωB97M-V with the def2-TZVPD basis set",
  "charge": 1,
  "total_energy_ha": -3369.003748,
  "multiplicity": 2,
  "species": ["Tl", "C", "C", "C", "C", "O", "Ge", "O", "C", "C", "C", "C", "O", "C", "C", "C", "C", "H", "H", "H", "H", "H", "H", "H", "H", "H", "H", "H", "H", "H", "H", "H", "H", "H", "H", "H", "H", "H", "H", "H", "H", "H", "H", "H", "C", "N", "C", "C", "C", "N", "C", "C", "O", "H", "H", "H", "H", "H", "H", "H", "H", "H", "H", "H", "H"],
  "xyz": [[-0.0126, -0.0834, 0.0664], [3.2713, -1.2175, -3.7626], [2.5209, -1.3882, -2.4445], [1.9162, -2.7886, -2.3517], [3.4717, -1.1390, -1.2670], [1.5020, -0.3986, -2.3332], [-0.0096, -0.0102, -3.2926], [-0.4605, 1.4171, -2.2277], [-0.1110, 2.7982, -2.2401], [-0.8497, 3.4224, -1.0495], [1.3987, 2.9668, -2.0726], [-0.5791, 3.4408, -3.5431], [-1.0639, -1.1964, -2.3740], [-2.4323, -1.5788, -2.4762], [-2.6799, -2.2709, -3.8141], [-2.6756, -2.5667, -1.3279], [-3.3423, -0.3598, -2.3294], [4.0829, -1.9404, -3.8359], [2.5846, -1.3791, -4.5976], [3.6876, -0.2128, -3.8399], [2.6942, -3.5504, -2.3828], [1.3541, -2.8948, -1.4212], [1.2271, -2.9508, -3.1831], [4.3011, -1.8445, -1.2949], [3.8623, -0.1219, -1.3077], [2.9350, -1.2662, -0.3232], [-0.5256, 2.9457, -0.1207], [-0.6348, 4.4883, -0.9883], [-1.9251, 3.2780, -1.1564], [1.7320, 2.4703, -1.1586], [1.9190, 2.5096, -2.9171], [1.6677, 4.0209, -2.0195], [-1.6509, 3.2937, -3.6793], [-0.3681, 4.5093, -3.5414], [-0.0512, 2.9830, -4.3842], [-2.0072, -3.1204, -3.9354], [-3.7083, -2.6243, -3.8768], [-2.5035, -1.5640, -4.6289], [-1.9807, -3.4038, -1.4004], [-2.5201, -2.0690, -0.3674], [-3.6968, -2.9435, -1.3639], [-3.1611, 0.3377, -3.1503], [-4.3909, -0.6541, -2.3400], [-3.1287, 0.1591, -1.3923], [2.4457, 0.0514, 3.8522], [1.1877, 0.1422, 4.5676], [1.2329, -0.0984, 6.0025], [0.0237, 0.5328, 6.6621], [-1.2114, -0.0438, 6.0009], [-1.1514, 0.1893, 4.5648], [-2.4113, 0.1455, 3.8482], [0.0206, 0.2561, 3.8750], [0.0271, 0.4257, 2.6373], [3.2011, 0.6523, 4.3581], [2.3133, 0.4236, 2.8424], [2.7966, -0.9844, 3.8073], [2.1568, 0.3260, 6.3956], [1.2505, -1.1762, 6.2051], [0.0471, 1.6130, 6.5080], [0.0177, 0.3284, 7.7313], [-2.1168, 0.4237, 6.3883], [-1.2808, -1.1192, 6.2052], [-3.1357, 0.7988, 4.3345], [-2.8146, -0.8717, 3.8317], [-2.2575, 0.4822, 2.8292]],
  "forces_ev_per_a": [[-0.0013, -0.0644, -0.0332], [-0.1981, 0.0728, 0.0749], [0.4810, -0.4707, -0.1176], [-0.1159, 0.2851, -0.0048], [-0.3062, 0.0931, -0.1506], [-0.6079, 0.5417, -0.2839], [-0.0088, -0.1474, 1.7654], [-0.1346, -0.7844, -0.3629], [0.1505, 0.7013, -0.0511], [0.0723, -0.2931, -0.2080], [-0.2008, -0.2404, -0.0591], [0.0433, -0.2263, 0.0705], [0.7443, 0.3460, -0.3142], [-0.6553, -0.1952, -0.1101], [0.1681, 0.1449, 0.0783], [0.2376, 0.2267, -0.1462], [0.3190, -0.0480, -0.0144], [-0.0022, -0.0072, -0.0379], [0.0612, -0.0153, -0.0565], [0.0035, 0.0024, 0.0054], [0.0023, -0.0050, -0.0157], [0.0083, -0.0452, -0.0155], [0.0060, -0.0878, 0.0088], [0.0031, 0.0035, 0.0257], [0.0378, -0.0165, -0.0132], [0.0607, -0.0460, 0.0292], [0.0064, 0.0912, 0.0543], [-0.0066, 0.0017, 0.0321], [-0.0015, 0.0332, 0.0010], [0.0532, 0.0348, -0.0011], [0.0752, 0.0412, 0.0297], [0.0078, 0.0058, -0.0112], [-0.0027, 0.0075, 0.0078], [0.0109, 0.0067, -0.0328], [-0.0231, 0.0712, -0.0531], [-0.0072, -0.0087, 0.0074], [-0.0079, 0.0070, -0.0411], [-0.0409, -0.0460, -0.0590], [-0.0353, -0.0234, -0.0084], [-0.0566, -0.0284, 0.0274], [-0.0011, -0.0028, 0.0227], [-0.0838, 0.0459, 0.0094], [-0.0072, 0.0052, -0.0199], [-0.0473, 0.0117, -0.0056], [-0.0449, -0.0466, -0.0404], [-0.0611, 0.1159, -0.0266], [-0.1156, -0.0326, 0.0837], [-0.0144, -0.1242, -0.1302], [0.1034, -0.0405, 0.0566], [0.0515, 0.1091, -0.0277], [0.0490, -0.0473, -0.0265], [0.0264, -0.0221, 0.0046], [-0.0157, -0.0794, 0.0207], [-0.0102, 0.0065, 0.0129], [0.0234, 0.0179, 0.0037], [0.0209, 0.0194, 0.0058], [0.0217, 0.0183, -0.0645], [0.0630, 0.0173, 0.0280], [0.0058, 0.0236, 0.0821], [0.0032, -0.0025, 0.0026], [-0.0150, 0.0226, -0.0568], [-0.0555, 0.0197, 0.0334], [0.0081, 0.0050, 0.0110], [-0.0223, 0.0204, 0.0033], [-0.0215, 0.0209, 0.0012]]
}